(1)
The following is a quantum chemistry calculation of a molecular structure, C48H44Cl2N10O4PW, from the OMol25 dataset.

As for the expectation value of S²: 2.027. As for the LUMO energy (alpha / beta): 1.424 / 1.423 eV. Its frontier orbital gap (alpha / beta) is 0.125 / 0.202 Ha.

```
! RIJCOSX wB97M-V def2-TZVPD def2/J DEFGRID3
* xyz -1 3
W -0.891 0.915 0.253
Cl -0.465 6.596 4.372
C 0.001 5.190 3.452
C -0.977 4.487 2.774
C -0.647 3.354 2.025
N -1.529 2.638 1.239
C -2.889 2.895 1.201
O -3.517 3.603 1.995
C -3.510 2.246 0.057
C -4.861 2.389 -0.240
C -5.376 1.867 -1.404
C -4.482 1.187 -2.282
C -3.175 1.029 -1.918
N -2.660 1.508 -0.762
C 0.689 2.906 1.996
C 1.654 3.640 2.678
C 1.318 4.776 3.396
Cl 2.586 5.643 4.223
N 0.975 1.797 1.154
C 2.151 1.163 1.388
O 2.743 1.124 2.468
C 2.897 0.478 0.238
C 3.980 -0.328 0.602
C 4.710 -0.974 -0.374
C 4.340 -0.809 -1.701
C 3.283 0.044 -1.966
N 2.593 0.700 -1.038
H -2.005 4.807 2.815
H -5.465 2.935 0.473
H -6.426 1.969 -1.648
H -4.819 0.775 -3.225
H -2.481 0.476 -2.539
H 2.686 3.332 2.671
H 4.203 -0.431 1.653
H 5.537 -1.619 -0.105
H 4.836 -1.340 -2.503
H 2.952 0.183 -2.996
N 0.031 0.095 -2.480
C 0.631 1.246 -3.120
C -0.008 1.393 -4.507
C 0.147 2.659 -5.363
C 1.531 3.278 -5.562
N 2.647 2.355 -5.417
C 3.499 2.462 -4.397
N 4.671 1.761 -4.437
N 3.221 3.260 -3.391
C 0.534 2.494 -2.247
O 1.234 3.470 -2.658
O -0.147 2.486 -1.220
H 0.609 -0.340 -1.768
H -0.265 -0.606 -3.148
H 1.714 1.124 -3.253
H -1.088 1.261 -4.389
H 0.341 0.524 -5.079
H -0.466 3.466 -4.959
H -0.287 2.404 -6.334
H 1.690 4.058 -4.825
H 1.590 3.745 -6.548
H 2.873 1.722 -6.164
H 4.783 1.084 -5.172
H 5.029 1.462 -3.543
H 2.172 3.563 -3.176
H 3.878 3.292 -2.627
N 0.299 -0.776 0.153
P 0.115 -2.120 0.892
C -1.379 -3.038 0.351
C -2.004 -2.540 -0.790
C -3.141 -3.150 -1.300
C -3.667 -4.269 -0.672
C -3.052 -4.774 0.466
C -1.916 -4.161 0.974
C 0.176 -2.124 2.712
C 0.245 -3.309 3.450
C 0.370 -3.274 4.828
C 0.459 -2.052 5.486
C 0.426 -0.875 4.760
C 0.279 -0.911 3.379
C 1.462 -3.294 0.484
C 2.597 -3.402 1.284
C 3.646 -4.232 0.914
C 3.581 -4.954 -0.268
C 2.458 -4.847 -1.078
C 1.406 -4.027 -0.700
H -1.607 -1.641 -1.246
H -3.631 -2.730 -2.170
H -4.564 -4.739 -1.058
H -3.468 -5.637 0.970
H -1.475 -4.553 1.879
H 0.245 -4.269 2.949
H 0.414 -4.200 5.388
H 0.563 -2.024 6.564
H 0.510 0.083 5.256
H 0.246 0.014 2.821
H 2.658 -2.837 2.206
H 4.518 -4.311 1.553
H 4.399 -5.604 -0.554
H 2.396 -5.413 -2.000
H 0.525 -3.958 -1.329
N -2.038 0.013 1.303
C -2.782 -0.459 2.332
C -3.683 -1.529 2.176
C -4.421 -1.993 3.251
C -4.311 -1.403 4.505
C -3.455 -0.317 4.660
C -2.705 0.154 3.599
H -3.797 -1.978 1.198
H -5.101 -2.825 3.102
H -4.893 -1.771 5.341
H -3.373 0.175 5.622
H -2.055 1.012 3.718
*
```

Atom charges from the Mulliken analysis, given in e for atoms 1 to 99: atom 1 (W): 1.807, atom 2 (Cl): -0.258, atom 3 (C): 0.096, atom 4 (C): -0.986, atom 5 (C): -0.230, atom 6 (N): 0.718, atom 7 (C): 0.036, atom 8 (O): -0.872, atom 9 (C): 0.313, atom 10 (C): -0.775, atom 11 (C): -0.689, atom 12 (C): -1.148, atom 13 (C): -0.292, atom 14 (N): 0.206, atom 15 (C): 0.635, atom 16 (C): -0.606, atom 17 (C): -0.179, atom 18 (Cl): -0.264, atom 19 (N): 0.448, atom 20 (C): -0.414, atom 21 (O): -0.725, atom 22 (C): 0.436, atom 23 (C): -0.554, atom 24 (C): -0.596, atom 25 (C): -1.400, atom 26 (C): -0.674, atom 27 (N): 0.561, atom 28 (H): 0.670, atom 29 (H): 0.507, atom 30 (H): 0.390, atom 31 (H): 0.464, atom 32 (H): 0.598, atom 33 (H): 0.626, atom 34 (H): 0.580, atom 35 (H): 0.437, atom 36 (H): 0.481, atom 37 (H): 0.809, atom 38 (N): -0.070, atom 39 (C): 4.024, atom 40 (C): -1.313, atom 41 (C): -0.772, atom 42 (C): -1.023, atom 43 (N): -0.112, atom 44 (C): 0.340, atom 45 (N): -0.539, atom 46 (N): -0.374, atom 47 (C): -0.102, atom 48 (O): -0.964, atom 49 (O): -0.540, atom 50 (H): -0.212, atom 51 (H): 0.400, atom 52 (H): -2.773, atom 53 (H): 0.376, atom 54 (H): 0.559, atom 55 (H): 0.285, atom 56 (H): 0.581, atom 57 (H): 0.489, atom 58 (H): 0.464, atom 59 (H): 0.231, atom 60 (H): 0.208, atom 61 (H): 0.247, atom 62 (H): 0.266, atom 63 (H): 0.275, atom 64 (N): -0.383, atom 65 (P): 0.123, atom 66 (C): 0.725, atom 67 (C): 0.213, atom 68 (C): -0.734, atom 69 (C): -0.671, atom 70 (C): -0.738, atom 71 (C): -0.542, atom 72 (C): 0.809, atom 73 (C): -0.673, atom 74 (C): -1.015, atom 75 (C): -0.792, atom 76 (C): -0.705, atom 77 (C): 0.183, atom 78 (C): 0.657, atom 79 (C): -0.306, atom 80 (C): -0.875, atom 81 (C): -0.593, atom 82 (C): -0.761, atom 83 (C): -0.605, atom 84 (H): -0.108, atom 85 (H): 0.422, atom 86 (H): 0.348, atom 87 (H): 0.427, atom 88 (H): 0.121, atom 89 (H): 0.452, atom 90 (H): 0.425, atom 91 (H): 0.382, atom 92 (H): 0.520, atom 93 (H): -0.028, atom 94 (H): 0.430, atom 95 (H): 0.435, atom 96 (H): 0.383, atom 97 (H): 0.430, atom 98 (H): 0.388, atom 99 (N): 0.887

***

(2)
The following is a quantum chemistry calculation of 5 unconnected molecules or ions with the total composition C36H46BF4NOS2, from the OMol25 dataset.

As for the LUMO energy: -0.715 eV. Its frontier orbital gap is 0.274 Ha.

```
! RIJCOSX wB97M-V def2-TZVPD def2/J DEFGRID3
* xyz 0 1
C -3.910 2.994 -0.521
C -2.446 3.308 0.163
C -1.492 1.985 -0.044
C -1.271 1.109 1.363
N 0.223 1.089 1.602
C 0.591 1.217 3.063
C -0.159 0.158 4.066
C -1.326 0.807 5.017
C -2.861 0.326 4.642
B -3.192 -1.243 5.051
O -2.573 -2.380 4.283
C 0.917 -0.066 0.915
S 0.539 -1.716 1.066
S 2.343 0.352 -0.282
C 1.682 0.357 -2.034
C 0.306 -0.509 -2.261
C 0.537 -2.133 -2.415
H -4.626 3.910 -0.295
H -3.830 2.934 -1.708
H -4.346 1.989 -0.089
H -1.965 4.185 -0.486
H -2.493 3.707 1.262
H -1.898 1.313 -0.926
H -0.432 2.401 -0.401
H -1.747 0.045 1.213
H -1.774 1.733 2.229
H 0.255 2.309 3.406
H 1.775 1.207 3.190
H 0.684 -0.248 4.808
H -0.618 -0.783 3.544
H -1.136 0.418 6.130
H -1.180 1.970 5.053
H -3.083 0.521 3.487
H -3.634 1.003 5.244
H -3.945 -1.578 5.908
H -2.467 -2.103 3.305
H 2.520 -0.073 -2.755
H 1.476 1.469 -2.412
H -0.154 -0.148 -3.300
H -0.535 -0.310 -1.458
H 1.575 -2.414 -1.931
H 0.396 -2.524 -3.510
H -0.282 -2.683 -1.750
F 4.092 -0.818 -5.047
C 4.687 0.359 -5.285
C 6.032 0.387 -5.638
C 6.650 1.612 -5.890
C 5.919 2.796 -5.776
C 4.571 2.758 -5.416
C 3.950 1.533 -5.174
H 6.586 -0.543 -5.714
H 7.699 1.644 -6.174
H 6.403 3.752 -5.968
H 4.005 3.682 -5.323
H 2.901 1.484 -4.902
F 9.291 -0.322 -5.721
C 9.791 -1.551 -5.905
C 8.944 -2.584 -6.292
C 9.465 -3.863 -6.488
C 10.828 -4.097 -6.285
C 11.669 -3.055 -5.891
C 11.149 -1.774 -5.706
H 7.888 -2.385 -6.437
H 8.813 -4.675 -6.798
H 11.233 -5.096 -6.434
H 12.728 -3.241 -5.729
H 11.791 -0.951 -5.409
F -4.719 2.630 5.144
C -5.798 2.506 5.928
C -5.653 2.584 7.309
C -6.777 2.459 8.125
C -8.033 2.246 7.552
C -8.167 2.164 6.165
C -7.045 2.300 5.348
H -4.668 2.741 7.737
H -6.675 2.527 9.206
H -8.908 2.145 8.189
H -9.145 1.994 5.721
H -7.132 2.248 4.268
F -2.867 -1.626 0.160
C -3.958 -2.370 0.382
C -5.211 -1.765 0.376
C -6.348 -2.540 0.601
C -6.220 -3.911 0.841
C -4.958 -4.507 0.849
C -3.822 -3.734 0.613
H -5.290 -0.698 0.197
H -7.333 -2.079 0.592
H -7.107 -4.514 1.021
H -4.860 -5.573 1.039
H -2.834 -4.183 0.607
*
```

Electronic structure analysis, Mulliken charges in units of e: atom 1 (C): -0.750, atom 2 (C): -0.512, atom 3 (C): -0.409, atom 4 (C): 0.572, atom 5 (N): 0.142, atom 6 (C): -0.829, atom 7 (C): 0.172, atom 8 (C): -0.715, atom 9 (C): 0.274, atom 10 (B): 0.497, atom 11 (O): -0.622, atom 12 (C): -0.235, atom 13 (S): -0.112, atom 14 (S): -0.152, atom 15 (C): -0.384, atom 16 (C): 0.297, atom 17 (C): -0.917, atom 18 (H): 0.342, atom 19 (H): 0.261, atom 20 (H): 0.029, atom 21 (H): 0.258, atom 22 (H): 0.349, atom 23 (H): 0.193, atom 24 (H): 0.108, atom 25 (H): -0.182, atom 26 (H): -0.038, atom 27 (H): 0.348, atom 28 (H): 0.263, atom 29 (H): 0.384, atom 30 (H): -0.101, atom 31 (H): 0.303, atom 32 (H): 0.268, atom 33 (H): 0.000, atom 34 (H): -0.376, atom 35 (H): -0.093, atom 36 (H): 0.308, atom 37 (H): 0.201, atom 38 (H): 0.308, atom 39 (H): 0.421, atom 40 (H): -0.483, atom 41 (H): 0.259, atom 42 (H): 0.296, atom 43 (H): 0.145, atom 44 (F): -0.299, atom 45 (C): 0.279, atom 46 (C): -0.270, atom 47 (C): -0.350, atom 48 (C): -0.452, atom 49 (C): -0.527, atom 50 (C): -0.234, atom 51 (H): 0.305, atom 52 (H): 0.362, atom 53 (H): 0.360, atom 54 (H): 0.360, atom 55 (H): 0.463, atom 56 (F): -0.229, atom 57 (C): 0.505, atom 58 (C): -0.201, atom 59 (C): -0.516, atom 60 (C): -0.461, atom 61 (C): -0.412, atom 62 (C): -0.471, atom 63 (H): 0.348, atom 64 (H): 0.348, atom 65 (H): 0.352, atom 66 (H): 0.347, atom 67 (H): 0.402, atom 68 (F): -0.335, atom 69 (C): 0.363, atom 70 (C): -0.266, atom 71 (C): -0.412, atom 72 (C): -0.448, atom 73 (C): -0.382, atom 74 (C): -0.450, atom 75 (H): 0.408, atom 76 (H): 0.355, atom 77 (H): 0.358, atom 78 (H): 0.355, atom 79 (H): 0.412, atom 80 (F): -0.059, atom 81 (C): 0.204, atom 82 (C): -0.268, atom 83 (C): -0.562, atom 84 (C): -0.527, atom 85 (C): -0.495, atom 86 (C): -0.256, atom 87 (H): 0.363, atom 88 (H): 0.390, atom 89 (H): 0.366, atom 90 (H): 0.367, atom 91 (H): 0.423

***

(3)
The following is a quantum chemistry calculation of 4 unconnected molecules or ions with the total composition C44H63BrClO12PS3, from the OMol25 dataset.

As for the LUMO energy: -1.708 eV. Its frontier orbital gap is 0.235 Ha.

```
! RIJCOSX wB97M-V def2-TZVPD def2/J DEFGRID3
* xyz 0 1
C 7.496 2.016 3.038
C 6.946 1.227 1.864
C 6.201 -0.227 2.129
C 4.554 -0.107 2.265
C 4.023 1.062 3.337
C 2.430 1.324 3.627
P 1.969 2.724 4.843
O 0.892 3.902 4.138
O 1.377 2.101 6.364
C 1.357 0.363 2.815
C 1.882 -0.808 1.743
C 3.487 -1.069 1.410
C 3.996 -2.191 0.319
Br 5.027 -1.182 -1.124
C 4.906 -3.398 1.010
C 6.259 -3.756 0.156
C 0.646 -1.689 1.040
O 0.740 -2.992 0.753
C -0.824 -0.979 0.701
C -1.802 -1.399 -0.546
C -1.387 -2.559 -1.628
O -0.498 -1.915 -2.629
C -0.085 -3.036 -3.503
C 0.920 -2.383 -4.643
C -3.264 -0.618 -0.713
Cl -4.503 -1.045 -2.075
C -3.749 0.605 0.319
C -5.241 1.315 0.056
C -6.316 1.053 1.081
C -2.750 1.025 1.569
C -3.248 2.233 2.561
C -2.364 3.628 2.294
C -1.968 3.853 0.718
C -0.367 3.552 0.381
C 0.180 4.402 -0.930
O 1.358 3.809 -1.582
C 2.612 4.466 -1.178
C 3.658 3.396 -0.432
C -1.302 0.216 1.768
C -0.285 0.574 3.047
O -0.787 0.977 4.217
H 7.432 3.189 3.080
H 8.039 1.489 3.961
H 7.102 1.647 0.781
H 6.577 -0.578 3.207
H 6.560 -1.053 1.382
H 4.822 1.740 3.893
H 0.438 4.457 4.839
H 1.748 1.163 6.521
H 3.132 -2.737 -0.260
H 5.114 -3.061 2.131
H 4.187 -4.350 1.062
H 6.021 -3.946 -0.984
H 6.649 -4.802 0.574
H 7.114 -2.975 0.343
H -2.355 -2.897 -2.239
H -0.949 -3.539 -1.161
H -0.983 -3.638 -3.969
H 0.594 -3.739 -2.817
H 0.906 -3.025 -5.624
H 0.526 -1.290 -4.853
H 1.999 -2.342 -4.134
H -5.465 1.961 -0.916
H -7.431 0.763 0.808
H -6.066 1.183 2.219
H -4.375 2.560 2.403
H -3.138 1.994 3.712
H -3.010 4.559 2.622
H -1.448 3.565 3.027
H -2.110 5.018 0.505
H -2.704 3.315 -0.041
H 0.280 3.919 1.307
H -0.198 2.412 0.175
H 0.328 5.550 -0.669
H -0.695 4.383 -1.739
H 3.229 4.904 -2.096
H 2.486 5.353 -0.421
H 3.211 3.168 0.641
H 3.828 2.425 -1.064
H 4.724 3.878 -0.251
C 7.256 -2.638 8.029
C 6.215 -1.523 7.954
C 6.325 -0.884 6.571
S 6.940 -2.159 5.480
O 8.258 -1.776 5.020
O 5.885 -2.555 4.568
C 7.121 -3.417 6.729
H 7.100 -3.281 8.901
H 8.259 -2.203 8.104
H 5.213 -1.949 8.085
H 6.360 -0.780 8.745
H 5.355 -0.534 6.210
H 7.043 -0.060 6.567
H 7.989 -4.040 6.509
H 6.211 -4.024 6.727
C -8.272 -3.508 -4.591
C -7.451 -2.233 -4.784
C -5.975 -2.621 -4.696
S -5.872 -4.322 -5.231
O -5.457 -5.134 -4.107
O -5.206 -4.378 -6.517
C -7.621 -4.556 -5.481
H -9.323 -3.356 -4.851
H -8.223 -3.823 -3.542
H -7.662 -1.809 -5.773
H -7.704 -1.472 -4.039
H -5.356 -1.997 -5.346
H -5.608 -2.566 -3.667
H -7.903 -5.577 -5.219
H -7.837 -4.365 -6.537
C -4.928 3.219 -6.208
C -4.391 1.897 -5.665
C -5.393 1.384 -4.632
S -6.985 2.035 -5.115
O -7.433 2.960 -4.096
O -7.817 0.951 -5.598
C -6.399 2.974 -6.512
H -4.383 3.544 -7.099
H -4.828 4.001 -5.445
H -4.304 1.174 -6.485
H -3.396 2.014 -5.224
H -5.436 0.292 -4.621
H -5.163 1.758 -3.631
H -6.977 3.894 -6.613
H -6.518 2.354 -7.405
*
```

Atom charges from the Mulliken analysis, given in e for atoms 1 to 99: atom 1 (C): -0.700, atom 2 (C): -0.308, atom 3 (C): 1.190, atom 4 (C): 1.195, atom 5 (C): -1.033, atom 6 (C): 0.033, atom 7 (P): 0.266, atom 8 (O): -0.446, atom 9 (O): -0.489, atom 10 (C): 0.349, atom 11 (C): -0.126, atom 12 (C): 0.185, atom 13 (C): -0.535, atom 14 (Br): -0.129, atom 15 (C): 0.008, atom 16 (C): -1.020, atom 17 (C): 0.061, atom 18 (O): -0.600, atom 19 (C): 0.509, atom 20 (C): 0.243, atom 21 (C): -0.562, atom 22 (O): -0.213, atom 23 (C): -0.222, atom 24 (C): -0.801, atom 25 (C): -0.270, atom 26 (Cl): -0.188, atom 27 (C): 0.360, atom 28 (C): -0.365, atom 29 (C): -0.636, atom 30 (C): 0.176, atom 31 (C): -0.911, atom 32 (C): -0.231, atom 33 (C): -0.489, atom 34 (C): 0.486, atom 35 (C): -0.699, atom 36 (O): -0.336, atom 37 (C): -0.329, atom 38 (C): -0.592, atom 39 (C): 0.162, atom 40 (C): 0.160, atom 41 (O): -0.559, atom 42 (H): 0.264, atom 43 (H): 0.236, atom 44 (H): 0.309, atom 45 (H): -0.615, atom 46 (H): -0.428, atom 47 (H): 0.144, atom 48 (H): 0.305, atom 49 (H): 0.313, atom 50 (H): 0.408, atom 51 (H): 0.033, atom 52 (H): 0.368, atom 53 (H): 0.285, atom 54 (H): 0.324, atom 55 (H): 0.252, atom 56 (H): 0.187, atom 57 (H): 0.335, atom 58 (H): 0.239, atom 59 (H): 0.225, atom 60 (H): 0.303, atom 61 (H): 0.244, atom 62 (H): 0.152, atom 63 (H): 0.198, atom 64 (H): 0.247, atom 65 (H): 0.226, atom 66 (H): 0.209, atom 67 (H): 0.266, atom 68 (H): 0.444, atom 69 (H): -0.128, atom 70 (H): 0.347, atom 71 (H): 0.107, atom 72 (H): -0.040, atom 73 (H): 0.015, atom 74 (H): 0.299, atom 75 (H): 0.225, atom 76 (H): 0.276, atom 77 (H): 0.253, atom 78 (H): 0.058, atom 79 (H): 0.177, atom 80 (H): 0.309, atom 81 (C): -0.598, atom 82 (C): -0.744, atom 83 (C): -0.352, atom 84 (S): 1.128, atom 85 (O): -0.684, atom 86 (O): -0.649, atom 87 (C): -0.750, atom 88 (H): 0.363, atom 89 (H): 0.284, atom 90 (H): 0.318, atom 91 (H): 0.348, atom 92 (H): 0.175, atom 93 (H): 0.381, atom 94 (H): 0.418, atom 95 (H): 0.327, atom 96 (C): -0.724, atom 97 (C): -0.389, atom 98 (C): -0.146, atom 99 (S): 1.163

***

Number 1: largest force on an atom 0.123 Eh/bohr. Number 2: largest force on an atom 0.072 Eh/bohr. Number 3: largest force on an atom 0.156 Eh/bohr.